(1)
{
  "formula": "S2",
  "method": "ωB97M-V with the def2-TZVPD basis set",
  "homo_ev": -9.270,
  "homo_lumo_gap_ev": 3.79,
  "charge": 0,
  "relative_energy_kj_mol": 782.8,
  "total_energy_ha": -796.02281,
  "species": ["S", "S"],
  "positions_angstrom": [[0.000, 0.000, 1.919], [0.000, 0.000, -1.919]],
  "mulliken_charge": [0.000, 0.000]
}


(2)
{
  "formula": "C3H4N2O4",
  "method": "ωB97M-V with the def2-TZVPD basis set",
  "homo_ev": -7.362,
  "homo_lumo_gap_ev": 7.54,
  "charge": 0,
  "relative_energy_kj_mol": 359.9,
  "total_energy_ha": -527.09421,
  "species": ["O", "O", "O", "O", "N", "N", "C", "C", "C", "H", "H", "H", "H"],
  "positions_angstrom": [[-2.753, -0.582, -0.238], [1.533, -1.764, -0.285], [1.013, 0.234, 1.157], [0.882, 2.029, -0.552], [-1.086, 0.917, 0.208], [-0.610, -1.319, 0.301], [0.682, -0.742, 0.166], [0.328, 1.125, 0.192], [-1.619, -0.348, 0.034], [2.473, -1.511, -0.378], [-0.734, -2.351, -0.063], [1.533, 2.722, -0.226], [-1.641, 1.590, -0.314]],
  "mulliken_charge": [-0.564, -0.503, -0.390, -0.462, -0.176, -0.212, 0.309, 0.468, 0.227, 0.344, 0.320, 0.377, 0.261]
}


(3)
{
  "formula": "C36H54BBrMnN14PSi",
  "method": "ωB97M-V with the def2-TZVPD basis set",
  "homo_ev": [-12.251, -12.251],
  "homo_lumo_gap_ev": [4.13, 5.85],
  "charge": 2,
  "relative_energy_kj_mol": 594.8,
  "total_energy_ha": -6551.01002,
  "spin_multiplicity": 5,
  "s_squared": 6.06,
  "species": ["Br", "Mn", "P", "Si", "N", "N", "N", "N", "N", "N", "N", "N", "N", "N", "N", "N", "N", "N", "C", "C", "C", "C", "C", "C", "C", "C", "C", "C", "C", "C", "C", "C", "C", "C", "C", "C", "C", "C", "C", "C", "C", "C", "C", "C", "C", "C", "C", "C", "C", "C", "C", "C", "C", "C", "B", "H", "H", "H", "H", "H", "H", "H", "H", "H", "H", "H", "H", "H", "H", "H", "H", "H", "H", "H", "H", "H", "H", "H", "H", "H", "H", "H", "H", "H", "H", "H", "H", "H", "H", "H", "H", "H", "H", "H", "H", "H", "H", "H", "H", "H", "H", "H", "H", "H", "H", "H", "H", "H", "H"],
  "positions_angstrom": [[2.526, -1.110, 2.106], [-3.820, 0.023, -2.423], [-1.138, -0.071, -4.783], [4.518, -0.793, 3.192], [-3.515, 1.308, -1.153], [-6.336, 2.886, 0.981], [-4.997, -0.696, 1.361], [-5.492, -0.385, -1.606], [-0.155, -1.925, -2.841], [-3.857, 1.257, 0.180], [0.030, 1.985, -3.487], [-4.254, -1.642, 0.732], [1.238, 1.337, -5.291], [-3.892, 0.584, -4.244], [-2.232, -1.234, -2.525], [-5.895, 1.753, 1.627], [-3.118, 1.256, -6.239], [-6.151, 0.417, -0.606], [1.194, 2.717, -3.579], [3.867, -3.473, 3.958], [-6.442, -0.987, -2.325], [1.584, 0.652, -6.509], [-4.896, -2.441, 2.778], [1.204, -2.078, -3.455], [5.322, -0.586, 0.381], [3.086, 1.509, 4.221], [4.990, 1.982, 2.653], [-4.948, 1.184, -4.973], [-2.307, 2.841, -0.101], [7.093, -0.843, 2.146], [-6.519, 3.848, 1.912], [5.479, 1.274, 5.026], [4.517, -2.106, 4.564], [-7.711, -0.667, -1.806], [5.924, -2.411, 5.051], [-5.938, 2.014, 2.965], [-0.003, 1.265, -4.625], [-2.600, 2.324, -1.329], [-1.173, -1.126, -3.325], [-5.354, -1.126, 2.628], [3.541, -1.752, 5.663], [-3.025, 2.089, 0.845], [1.977, 2.305, -4.629], [-0.686, -2.622, -1.745], [-4.459, 1.690, -6.130], [4.520, 1.066, 3.811], [-2.246, 1.475, -7.443], [-7.477, 0.134, -0.723], [-1.957, -2.236, -1.632], [5.699, -1.217, 1.765], [-4.096, -2.658, 1.607], [5.790, -2.727, 1.400], [-2.790, 0.621, -5.078], [-6.383, 3.339, 3.191], [-5.309, 0.643, 0.666], [6.697, -2.261, 4.271], [1.816, -2.588, -2.652], [2.935, 2.664, -4.947], [-8.159, 0.615, -0.035], [5.030, 1.220, 6.039], [6.106, -0.935, -0.358], [4.384, -1.023, 0.015], [2.431, 1.723, 3.374], [4.627, -4.236, 4.165], [-2.963, 2.154, 1.911], [6.454, -2.830, 0.541], [-5.933, 1.191, -4.537], [1.264, -2.796, -4.295], [3.749, -3.459, 2.854], [-5.497, 1.330, 3.650], [7.298, 0.241, 2.179], [2.608, 0.726, 4.800], [1.698, -1.151, -3.715], [-1.675, 3.687, -0.081], [6.161, -1.729, 5.864], [3.072, 2.424, 4.850], [2.936, -3.694, 4.478], [7.752, -1.213, 1.338], [1.478, 3.440, -2.823], [5.033, 3.028, 3.011], [3.383, -0.660, 5.845], [-4.966, 2.205, -6.944], [2.520, 0.094, -6.475], [-2.171, 2.577, -2.306], [7.345, -1.124, 3.214], [-8.647, -0.940, -2.264], [1.730, 1.416, -7.266], [3.935, -2.213, 6.585], [6.339, 0.541, 5.050], [5.895, 2.321, 4.980], [-6.181, -1.765, -3.056], [6.190, -3.305, 2.231], [-2.729, 2.184, -8.122], [-2.746, -2.656, -1.028], [0.795, -0.002, -6.931], [5.267, 0.494, 0.349], [-6.699, 3.819, 4.071], [-6.753, 4.820, 1.519], [-6.107, -0.569, 3.182], [4.786, -3.111, 1.076], [-0.172, -3.358, -1.103], [-2.087, 0.575, -7.969], [-3.495, -3.535, 1.381], [5.898, -3.436, 5.387], [-5.201, -3.094, 3.562], [-1.275, 1.916, -7.107], [5.947, 1.726, 2.233], [4.398, 1.871, 1.734], [2.576, -2.183, 5.471]],
  "mulliken_charge": [-0.450, -0.237, -0.047, -0.401, 0.244, -0.955, 0.262, 0.502, 0.144, 0.501, -0.205, -0.355, 0.353, 0.429, 0.246, 0.432, 0.101, -0.009, -0.809, -1.458, -0.112, -0.932, -1.113, -0.764, -1.758, -1.821, -1.824, -0.529, -1.509, -1.441, -0.226, -1.365, 2.209, -1.232, -1.808, -0.293, 0.051, -0.049, 0.123, -0.227, -1.848, 0.037, -0.127, -0.616, -0.717, 2.100, -0.689, -0.044, -0.650, 1.989, -0.219, -1.821, -0.127, -0.930, 0.550, 0.193, 0.318, 0.510, 0.515, 0.328, 0.453, 0.310, 0.367, 0.347, 0.603, 0.648, 0.508, 0.296, 0.288, 0.536, 0.257, 0.379, 0.330, 0.476, 0.403, 0.416, 0.355, 0.456, 0.434, 0.503, 0.186, 0.441, 0.361, 0.394, 0.243, 0.452, 0.439, 0.440, 0.214, 0.420, 0.485, 0.273, 0.324, 0.567, 0.313, 0.317, 0.465, 0.475, 0.560, 0.275, 0.474, 0.335, 0.393, 0.565, 0.435, 0.308, 0.362, 0.303, 0.389]
}


(4)
{
  "formula": "C43H68FGeN4O4RbSi3",
  "method": "ωB97M-V with the def2-TZVPD basis set",
  "homo_ev": [-8.206, -9.649],
  "homo_lumo_gap_ev": [5.08, 6.52],
  "charge": 1,
  "relative_energy_kj_mol": 11.8,
  "total_energy_ha": -5268.55820,
  "spin_multiplicity": 2,
  "s_squared": 0.75,
  "species": ["Rb", "Ge", "Si", "Si", "Si", "F", "O", "O", "O", "O", "N", "N", "N", "N", "C", "C", "C", "C", "C", "C", "C", "C", "C", "C", "C", "C", "C", "C", "C", "C", "C", "C", "C", "C", "C", "C", "C", "C", "C", "C", "C", "C", "C", "C", "C", "C", "C", "C", "C", "C", "C", "C", "C", "C", "C", "C", "C", "H", "H", "H", "H", "H", "H", "H", "H", "H", "H", "H", "H", "H", "H", "H", "H", "H", "H", "H", "H", "H", "H", "H", "H", "H", "H", "H", "H", "H", "H", "H", "H", "H", "H", "H", "H", "H", "H", "H", "H", "H", "H", "H", "H", "H", "H", "H", "H", "H", "H", "H", "H", "H", "H", "H", "H", "H", "H", "H", "H", "H", "H", "H", "H", "H", "H", "H", "H"],
  "positions_angstrom": [[1.200, 0.641, 1.388], [-2.292, 0.256, 3.845], [-1.019, -1.681, 4.449], [-4.251, -0.279, 2.604], [-2.662, 1.928, 5.499], [0.016, -0.534, -6.289], [3.199, 0.280, 3.404], [3.732, -0.439, 0.600], [1.161, -0.186, -1.448], [2.270, -2.028, 1.191], [0.643, -2.911, -10.032], [1.493, 3.364, 2.604], [3.298, -3.355, -2.885], [1.413, -2.725, -7.316], [2.826, -1.838, -1.077], [0.118, -3.884, -9.009], [2.154, 2.602, 4.823], [-2.005, 3.527, 1.350], [-3.838, -1.433, 1.175], [1.994, -2.371, -9.644], [2.992, -1.425, 0.375], [2.484, -2.656, -3.747], [0.944, -0.822, -4.140], [-2.068, -2.669, 5.654], [0.835, -1.212, -5.439], [1.378, 4.325, 1.683], [3.609, 2.104, 4.867], [-1.163, 3.941, -0.990], [-2.088, -0.089, -2.136], [2.354, -3.029, -5.097], [3.468, -2.899, -1.602], [-1.256, 2.231, -2.662], [1.773, -1.542, -3.276], [1.891, -1.735, -8.273], [-3.021, 3.595, 4.718], [-4.152, 1.424, 6.521], [2.152, 6.002, 3.175], [1.867, -1.103, -1.867], [4.106, -5.704, -2.444], [-0.360, 4.487, -3.317], [-1.168, 2.127, 6.616], [-1.772, 1.329, -1.743], [4.041, -4.505, -3.336], [-5.482, -1.168, 3.707], [-1.693, 3.062, -0.047], [1.955, 3.698, 3.814], [2.287, 5.015, 4.131], [1.691, 5.651, 1.914], [0.599, -1.256, 5.285], [4.047, 1.401, 3.597], [-0.935, 3.537, -2.299], [-5.064, 1.276, 1.941], [-1.975, 1.758, -0.433], [-0.689, -2.738, 2.938], [1.537, -2.316, -5.942], [3.291, -5.754, -3.700], [0.078, -3.197, -7.659], [-3.297, 4.313, 5.495], [-2.916, -1.163, 0.658], [-5.050, 1.375, 5.901], [3.489, -0.194, 2.600], [2.884, -1.401, -7.975], [-0.248, -3.921, -6.914], [1.009, 4.012, 0.712], [1.888, 2.973, 5.814], [-4.399, 1.819, 1.268], [1.276, -0.675, 4.657], [-1.261, -0.746, -1.855], [2.298, -1.652, -10.402], [3.566, -5.660, -1.508], [-3.040, 3.873, 1.408], [4.281, 2.946, 5.058], [2.215, -5.730, -3.591], [0.064, -2.313, 2.271], [-1.053, 4.638, -4.146], [-5.973, 1.026, 1.389], [1.110, -2.191, 5.534], [0.804, -4.728, -8.999], [5.040, -6.245, -2.403], [2.894, -3.874, -5.497], [-0.303, -3.705, 3.276], [-2.976, -3.040, 5.175], [2.648, 5.250, 5.124], [-5.786, -0.550, 4.554], [-6.381, -1.441, 3.147], [-0.014, -2.131, -10.113], [-0.940, 4.963, -0.701], [-3.727, -2.456, 1.539], [-2.141, 3.981, 4.200], [-4.006, 0.441, 6.974], [5.089, 1.085, 3.697], [-5.041, -2.085, 4.105], [1.492, 1.768, 4.591], [-4.334, 2.146, 7.322], [-0.662, -2.382, -7.681], [-2.241, -0.173, -3.214], [-0.146, 5.458, -2.874], [-0.407, 2.740, 6.129], [1.575, 6.387, 1.130], [-4.652, -1.427, 0.444], [0.692, -3.357, -10.948], [2.680, -3.216, -9.637], [3.710, 1.406, 5.701], [-0.714, 1.172, 6.882], [-1.601, -2.922, 2.367], [3.989, 2.085, 2.740], [2.403, 7.029, 3.407], [-2.363, -2.058, 6.510], [-1.892, 2.717, 2.074], [-5.341, 1.949, 2.756], [-0.869, -4.211, -9.330], [-1.464, 2.629, 7.541], [-1.105, 1.917, -3.691], [4.162, -3.477, -1.008], [-2.988, -0.444, -1.634], [-2.379, 1.066, 0.300], [-1.509, -3.530, 6.031], [0.406, 0.031, -3.745], [-3.841, 3.543, 3.999], [-1.367, 4.357, 1.654], [0.430, -0.713, 6.218], [1.241, -0.849, -8.324], [4.925, -4.262, -3.916], [3.655, -6.337, -4.535], [0.569, 4.090, -3.730]],
  "mulliken_charge": [0.799, 0.142, 0.534, 0.400, 0.348, -0.402, -0.347, -0.815, -0.430, -0.697, -0.139, 0.651, 0.184, 0.353, 0.305, -0.890, -0.179, -1.152, -1.154, -0.877, -0.451, 0.388, -0.867, -1.123, -0.034, -0.687, -1.030, -0.966, -1.823, -1.155, -0.184, -0.659, 0.714, -0.403, -0.979, -1.030, -0.641, 0.552, -0.996, -1.561, -0.706, 0.893, -0.258, -1.022, -0.162, 0.425, -0.791, -0.619, -0.718, -0.473, 0.548, -0.951, 0.514, -0.850, -0.883, -0.438, -0.420, 0.466, 0.126, 0.213, 0.298, 0.447, 0.452, 0.483, 0.535, 0.164, 0.009, 0.206, 0.423, 0.357, 0.499, 0.404, 0.237, 0.223, 0.355, 0.452, 0.437, 0.359, 0.263, 0.575, 0.361, 0.260, 0.517, 0.239, 0.376, 0.403, 0.391, 0.395, 0.164, 0.305, 0.443, 0.246, -0.304, 0.383, 0.357, 0.417, 0.344, -0.142, 0.500, 0.449, 0.351, 0.362, 0.431, 0.197, 0.143, 0.250, 0.423, 0.286, -0.088, 0.249, 0.425, 0.472, 0.569, 0.676, 0.455, 0.151, 0.377, 0.945, 0.200, 0.510, 0.315, 0.352, 0.410, 0.321, 0.338]
}


(5)
{
  "formula": "C3H6F2N2",
  "method": "ωB97M-V with the def2-TZVPD basis set",
  "homo_ev": -9.225,
  "homo_lumo_gap_ev": 10.09,
  "charge": 0,
  "relative_energy_kj_mol": 51.4,
  "total_energy_ha": -427.13007,
  "species": ["F", "F", "N", "N", "C", "C", "C", "H", "H", "H", "H", "H", "H"],
  "positions_angstrom": [[0.125, 1.470, -0.996], [1.697, 0.057, -0.399], [-1.330, -1.459, -0.849], [-0.519, -0.573, 1.193], [-0.569, -0.667, -0.168], [-0.044, 0.683, 1.915], [0.446, 0.167, -0.976], [-0.734, 1.534, 1.724], [0.953, 0.874, 1.417], [0.316, -0.189, -2.047], [-0.023, 0.483, 2.971], [-1.820, -2.087, -0.196], [-1.132, -1.229, 1.652]],
  "mulliken_charge": [-0.245, -0.251, -0.697, -0.267, 0.455, -0.740, 0.255, 0.254, 0.262, 0.229, 0.323, 0.203, 0.218]
}